Density functional theory data (ωB97M-V/def2-TZVPD) for one molecule with the formula C6H11N in a non-equilibrium geometry.

```
18
Properties=species:S:1:pos:R:3:forces:R:3
C -0.38190 1.90451 -2.49413 0.040 -0.251 -1.152
N 0.36141 0.84157 -1.85751 0.006 0.847 -0.168
C 1.01494 1.10375 -0.59099 -0.391 -1.033 0.292
C -0.52031 -2.63882 2.27035 0.877 -0.851 -1.377
C -0.74641 -1.40120 1.84888 -1.170 -0.624 -0.030
C 0.11974 -0.76006 0.85925 0.286 0.092 -0.066
C 0.25049 0.53202 0.59987 0.251 0.591 0.033
H 0.23096 2.38457 -3.26032 0.174 0.304 0.006
H -1.21213 1.49132 -3.07413 -0.127 -0.021 0.275
H -0.77281 2.70582 -1.86868 -0.029 -0.223 0.479
H 0.02980 -0.08293 -2.05894 -0.050 -0.060 0.468
H 2.02303 0.67155 -0.63308 0.019 0.279 0.227
H 1.05523 2.17886 -0.42333 0.359 0.004 -0.358
H -1.20018 -3.36118 2.70648 -0.140 0.613 0.473
H 0.36244 -3.09617 1.81430 0.093 -0.128 0.592
H -1.75811 -1.03903 2.01733 0.309 0.741 0.273
H 0.69354 -1.44468 0.23645 -0.029 -0.104 0.001
H -0.16591 1.28876 1.25663 -0.475 -0.176 0.034
```
Forces are in eV/Å.

Output
Energy relative to the best compared isomer or geometry (same formula, charge and spin) in eV: 2.3163
SMILES string: C=C/C=C/CNC
E_tot in eV: -7888.215
Kohn-Sham gap in eV: 9.2

These are the Mulliken partial charges, in e, on atoms 1 to 4:
1. C -0.895
2. N -0.210
3. C -0.902
4. C -0.749

Density functional theory data (ωB97M-V/def2-TZVPD) for C52H49F6N3O5P2RuS2SeSi as an isolated structure in a non-equilibrium geometry.

```
122
Properties=species:S:1:pos:R:3:forces:R:3
Ru 0.10563 0.02638 -0.35794 -1.460 0.510 -1.158
C 2.34816 0.24471 6.57569 -0.127 -0.035 -0.068
C 0.96039 -0.02455 5.96843 0.058 0.014 0.179
C -0.07171 -0.33364 7.06462 0.094 0.023 -0.129
C 0.51821 1.21340 5.20672 0.008 -0.256 -0.233
C 0.31941 2.44057 5.83152 -0.048 -0.040 -0.194
C -0.10491 3.55060 5.11989 -0.039 0.142 0.052
C -0.35950 3.47119 3.76054 0.073 -0.189 -0.046
C -0.16383 2.26538 3.10811 0.241 -0.772 -0.022
P -0.57649 1.90083 1.34233 0.151 1.425 0.668
C 0.32644 3.30255 0.60901 0.071 -0.202 0.101
C 0.02726 4.65825 0.67363 0.089 -0.027 -0.038
C 0.93868 5.58297 0.19739 -0.081 0.110 0.043
C 2.15569 5.17763 -0.32329 0.052 -0.115 0.043
C 2.46368 3.82979 -0.38654 0.214 0.054 0.036
C 1.54775 2.90157 0.06537 -0.137 -0.191 0.292
C -2.37059 2.23448 1.60862 -0.392 0.421 0.073
C -2.96606 1.17488 2.31182 0.164 0.214 -0.054
C -4.32203 0.83063 2.41122 -0.328 -0.078 0.055
C -5.40347 1.46334 1.82324 0.724 0.078 0.170
C -5.39985 2.62457 1.06223 -0.738 -1.228 -0.867
C -2.94817 3.35686 1.09784 0.942 -1.075 -0.175
C 0.28383 1.16996 3.84025 -0.129 0.800 0.122
O 0.45641 0.06226 3.07018 0.107 -0.139 0.390
C 0.84428 -1.08872 3.66877 0.106 -0.816 0.125
C 1.01311 -2.14208 2.77511 -0.449 0.728 0.199
C 1.39689 -3.38334 3.25897 -0.155 0.183 -0.075
C 1.59749 -3.54436 4.61911 0.112 -0.087 0.049
C 1.44560 -2.47715 5.48786 -0.045 0.018 -0.141
C 1.06836 -1.21869 5.03334 -0.042 0.280 -0.218
P 0.98674 -1.75396 0.96762 0.905 -1.442 0.335
C 0.24619 -3.34008 0.45594 -0.205 0.270 -0.153
C 0.84809 -4.53194 0.07296 0.000 0.153 0.008
C 0.06851 -5.65629 -0.14398 0.105 -0.074 -0.048
C -1.30278 -5.61109 0.02980 -0.049 0.120 0.035
C -1.91205 -4.42582 0.41294 0.004 -0.033 0.112
C -1.14231 -3.29537 0.61116 0.256 0.030 0.117
C 2.81860 -1.64184 0.93686 -0.129 0.384 -0.338
C 3.24591 -0.37988 1.35653 -0.171 0.016 0.017
C 4.58904 -0.08268 1.47606 0.052 -0.017 0.055
C 5.53441 -1.05051 1.16984 -0.044 0.130 0.058
C 5.11929 -2.30906 0.77473 0.083 -0.049 -0.015
C 3.77178 -2.61101 0.66320 -0.132 -0.070 -0.049
H 2.31729 1.09262 7.25444 -0.010 0.089 0.090
H 3.06353 0.46263 5.78451 0.076 0.030 -0.032
H 2.70375 -0.62096 7.12613 0.046 -0.113 0.108
H -0.19528 0.51616 7.72947 -0.010 0.081 0.104
H 0.23701 -1.18792 7.65953 0.059 -0.103 0.098
H -1.03530 -0.56407 6.61454 -0.100 0.007 -0.002
H 0.49270 2.53922 6.89222 0.031 -0.037 0.119
H -0.25348 4.48819 5.63389 0.001 0.069 0.048
H -0.71029 4.33588 3.22063 -0.043 0.102 -0.028
H -0.90994 5.00353 1.08049 -0.034 0.044 0.055
H 0.69417 6.63343 0.23448 -0.021 0.110 -0.001
H 2.85759 5.91005 -0.68886 0.078 0.081 -0.039
H 3.40969 3.50588 -0.79462 0.062 -0.036 -0.059
H 1.76884 1.82784 -0.00058 0.184 0.360 0.014
H -2.26566 0.45998 2.73505 -0.067 -0.032 0.044
H -4.52456 -0.08760 2.94142 -0.103 -0.035 0.059
H -6.35833 0.95828 1.84419 -0.174 0.022 0.023
H -6.28153 3.15788 0.76064 0.098 0.418 0.055
H -2.60255 4.02462 0.34053 -0.267 0.428 0.036
H 1.53958 -4.21242 2.58396 0.008 -0.112 -0.034
H 1.90247 -4.50579 5.00326 -0.010 -0.086 0.028
H 1.63217 -2.63099 6.53962 0.013 0.013 0.124
H 1.91347 -4.60458 -0.06887 0.066 -0.001 -0.008
H 0.54695 -6.57688 -0.43965 0.036 -0.114 -0.044
H -1.89420 -6.49742 -0.13259 -0.092 -0.108 -0.008
H -2.97824 -4.39111 0.57086 -0.126 0.057 -0.068
H -1.59786 -2.35072 0.90821 -0.150 -0.187 0.005
H 2.49759 0.37314 1.58823 0.132 0.065 0.054
H 4.89357 0.90314 1.79423 0.040 0.082 0.031
H 6.58578 -0.82163 1.24530 0.111 -0.004 0.014
H 5.85072 -3.07067 0.55388 0.075 -0.090 -0.038
H 3.49298 -3.60651 0.36532 -0.040 -0.095 -0.045
F -5.31137 1.31302 -1.37012 0.520 0.154 0.464
C -4.42254 2.22051 -0.88012 -0.360 0.260 -0.586
F -4.65886 3.37996 -1.54512 -0.071 -0.028 0.276
F -4.35715 3.61213 1.38915 0.058 0.765 0.761
S -2.77295 1.65953 -1.46923 -0.105 -0.516 -0.606
O -2.28577 0.70020 -0.48464 -0.148 0.073 0.478
O -2.80210 1.14260 -2.81317 -0.865 0.323 0.047
N -1.89083 3.00816 -1.45615 -0.250 -0.056 -0.076
S -0.63479 2.79177 -2.34789 0.085 0.782 -1.034
O 0.27730 3.87801 -2.34192 -0.231 0.418 -0.013
O -0.05596 1.47755 -2.10378 0.698 -1.169 0.508
C -1.16787 2.75595 -4.17730 -0.008 0.237 -0.690
F -2.25915 3.50414 -4.30796 -0.033 -0.019 0.196
F -0.18627 3.34201 -4.86718 0.130 0.020 0.208
F -1.38351 1.58512 -4.77941 0.196 0.046 0.368
C -3.78549 -0.64201 -4.85552 -0.602 0.461 0.124
N -2.49642 -1.27321 -4.88299 0.581 -0.241 0.334
C -1.81030 -1.77486 -3.84011 0.384 -0.426 0.591
Se -2.10089 -1.59779 -2.02759 0.267 -0.779 -0.023
N -0.71697 -2.41735 -4.31476 -0.351 0.153 -0.011
C -0.62672 -2.23045 -5.66883 -0.302 0.226 -0.660
C 0.33990 -2.59300 -6.59055 -0.088 0.093 -0.021
C 0.14813 -2.17157 -7.89304 0.021 -0.044 0.028
C -0.96732 -1.41803 -8.25675 -0.019 0.016 -0.072
C -1.94222 -1.06575 -7.34171 -0.050 -0.035 0.123
C -1.76457 -1.48863 -6.03345 0.817 -0.434 -0.454
H -4.28505 -0.88358 -3.92041 0.050 -0.002 -0.023
H -4.37628 -1.00674 -5.69474 0.022 -0.083 0.030
H -3.69176 0.44129 -4.91682 0.035 -0.067 -0.035
H -0.02317 -2.84090 -3.71820 -0.139 0.064 0.066
H 1.21290 -3.15528 -6.30265 0.115 -0.105 0.045
H 0.88134 -2.42004 -8.64363 0.077 -0.030 -0.073
H -1.06207 -1.09132 -9.28053 -0.044 0.031 -0.082
H -2.78258 -0.45876 -7.63101 -0.177 0.069 -0.047
C 2.07095 -2.47964 -2.38767 -0.269 0.877 0.507
Si 1.63178 -0.58067 -2.20414 1.402 -0.817 -1.671
C 3.28183 0.40743 -1.95283 -0.906 -0.372 0.407
C 1.20653 -0.07381 -4.02207 -0.299 0.076 0.955
H 2.22125 -2.73063 -3.43296 0.018 0.130 -0.285
H 1.33176 -3.15734 -1.97055 -0.157 -0.022 0.013
H 3.00788 -2.67548 -1.88029 0.224 -0.084 0.131
H 4.00845 0.03015 -2.66612 0.023 -0.180 -0.258
H 3.72210 0.33059 -0.96502 0.048 -0.017 0.071
H 3.10524 1.45540 -2.17802 -0.082 0.172 -0.060
H 1.70396 -0.71028 -4.74933 0.189 -0.188 0.076
H 1.52948 0.94903 -4.18395 0.145 0.184 0.004
H 0.14540 -0.09141 -4.22646 -0.132 0.011 -0.044
```
Forces are in eV/Å.

Output
Total charge: +1
Energy relative to the best compared isomer or geometry (same formula, charge and spin) in eV: 8.3410
E_tot in eV: -201771.181
2S+1: 6
Kohn-Sham gap (alpha / beta) in eV: 5.3 / 5.3

These are the Mulliken partial charges, in e, on atoms 1 to 4:
1. Ru -0.427
2. C -1.771
3. C 1.496
4. C -1.779

What is the energy relative to the best compared isomer or geometry (same formula, charge and spin) in the first record? 2.3163 eV

What did the first record say?
Density functional theory data (ωB97M-V/def2-TZVPD) for one molecule with the formula C6H11N in a non-equilibrium geometry.

```
18
Properties=species:S:1:pos:R:3:forces:R:3
C -0.38190 1.90451 -2.49413 0.040 -0.251 -1.152
N 0.36141 0.84157 -1.85751 0.006 0.847 -0.168
C 1.01494 1.10375 -0.59099 -0.391 -1.033 0.292
C -0.52031 -2.63882 2.27035 0.877 -0.851 -1.377
C -0.74641 -1.40120 1.84888 -1.170 -0.624 -0.030
C 0.11974 -0.76006 0.85925 0.286 0.092 -0.066
C 0.25049 0.53202 0.59987 0.251 0.591 0.033
H 0.23096 2.38457 -3.26032 0.174 0.304 0.006
H -1.21213 1.49132 -3.07413 -0.127 -0.021 0.275
H -0.77281 2.70582 -1.86868 -0.029 -0.223 0.479
H 0.02980 -0.08293 -2.05894 -0.050 -0.060 0.468
H 2.02303 0.67155 -0.63308 0.019 0.279 0.227
H 1.05523 2.17886 -0.42333 0.359 0.004 -0.358
H -1.20018 -3.36118 2.70648 -0.140 0.613 0.473
H 0.36244 -3.09617 1.81430 0.093 -0.128 0.592
H -1.75811 -1.03903 2.01733 0.309 0.741 0.273
H 0.69354 -1.44468 0.23645 -0.029 -0.104 0.001
H -0.16591 1.28876 1.25663 -0.475 -0.176 0.034
```
Forces are in eV/Å.

Output
Energy relative to the best compared isomer or geometry (same formula, charge and spin) in eV: 2.3163
SMILES string: C=C/C=C/CNC
E_tot in eV: -7888.215
Kohn-Sham gap in eV: 9.2

These are the Mulliken partial charges, in e, on atoms 1 to 4:
1. C -0.895
2. N -0.210
3. C -0.902
4. C -0.749

What is the E_tot in the second record? -201771.181 eV